Entry 1:
Computed, not measured: 2 unconnected molecules or ions with the total composition C4H6S2 in a non-equilibrium geometry, with ωB97M-V with the def2-TZVPD basis set.

Geometry as XYZ:
```
12
Properties=species:S:1:pos:R:3
C 1.31 0.14 0.03
C 0.13 0.06 0.82
C -1.10 -0.47 0.06
C -1.98 0.37 -0.52
H 2.86 -0.72 -1.08
H 0.49 -0.63 1.70
H 0.00 1.05 1.44
H -1.24 -1.61 -0.20
H -1.69 1.81 -0.72
H -2.70 -0.18 -1.14
S 1.96 -1.46 -0.21
S 1.96 1.64 -0.17
```

For the HOMO-LUMO gap, the calculation gives 8.37 eV. For the relative energy (zero: lowest compared OMol25 entry of this formula, charge and spin), the calculation gives 81.9 kcal/mol. Its HOMO energy is -8.7341 eV.

Atom charges from the Löwdin analysis, given in e for atoms 1 to 8: C -1.2701; C -0.4464; C -0.2448; C -0.0444; H -0.0409; H 0.1280; H 0.1271; H 0.1317

***

Entry 2:
Computed, not measured: a single C4H6S2Si molecule in a non-equilibrium geometry, with ωB97M-V with the def2-TZVPD basis set.

Geometry as XYZ:
```
13
Properties=species:S:1:pos:R:3
C 0.87 1.63 0.03
C -0.24 0.72 -0.07
C 2.14 1.18 -0.13
C -0.32 -0.59 -0.30
Si -1.92 -1.50 0.14
S 2.74 -0.43 0.20
S 1.34 -1.42 -0.99
H 0.85 2.67 -0.19
H -1.21 1.03 0.29
H 2.86 1.97 0.00
H -2.96 -0.46 -0.16
H -2.20 -1.90 1.61
H -1.96 -2.88 -0.42
```

For the HOMO-LUMO gap, the calculation gives 7.86 eV. For the relative energy (zero: lowest compared OMol25 entry of this formula, charge and spin), the calculation gives 7.2 kcal/mol. Its HOMO energy is -8.3107 eV. The SMILES is [SiH3]C1=CC=CSS1.

Atom charges from the Löwdin analysis, given in e for atoms 1 to 8: C -0.1642; C -0.2738; C -0.5198; C -0.6341; Si 0.6210; S 0.5259; S 0.4375; H 0.0924

***

Entry 3:
Computed, not measured: a single C4H6Si molecule in a non-equilibrium geometry, with ωB97M-V with the def2-TZVPD basis set.

Geometry as XYZ:
```
11
Properties=species:S:1:pos:R:3
C -3.05 0.91 -0.19
C -1.91 0.44 -0.30
C -0.77 -0.38 -0.19
C 0.41 0.27 0.10
Si 2.27 -0.32 0.16
H -4.08 1.34 -0.16
H -1.02 -1.40 -0.28
H 0.25 1.25 0.41
H 2.86 0.01 -1.10
H 2.19 -1.85 0.01
H 2.84 -0.25 1.53
```

For the HOMO-LUMO gap, the calculation gives 9.36 eV. For the relative energy (zero: lowest compared OMol25 entry of this formula, charge and spin), the calculation gives 49.2 kcal/mol. Its HOMO energy is -8.9644 eV. The SMILES is C#C/C=C/[SiH3].

Atom charges from the Löwdin analysis, given in e for atoms 1 to 8: C 0.1177; C -0.1844; C -0.2020; C -0.2542; Si 0.6457; H 0.0426; H 0.0898; H 0.0169

***

Entry 4:
Computed, not measured: a molecular structure, C4H7AlF4NO2 in a non-equilibrium geometry, with ωB97M-V with the def2-TZVPD basis set.

Geometry as XYZ:
```
19
Properties=species:S:1:pos:R:3
C 2.63 0.26 0.70
C 1.84 -0.13 -0.71
C 0.53 -1.10 -0.39
F 0.73 -1.66 0.99
Al -1.12 0.11 -0.33
O -0.83 1.47 0.94
N -0.89 2.70 0.34
O -1.90 2.81 -0.33
C -2.80 -0.95 0.19
F -2.44 -2.33 0.61
F -3.82 -0.98 -0.89
F -3.40 -0.29 1.39
H 3.12 -0.71 1.15
H 1.84 0.77 1.42
H 3.52 1.04 0.53
H 1.37 0.87 -1.17
H 2.58 -0.59 -1.49
H 0.42 -1.98 -1.18
H -1.36 0.70 -1.78
```

For the HOMO-LUMO gap, the calculation gives 9.20 eV. The charge is -1. Its HOMO energy is -5.5741 eV.

Atom charges from the Löwdin analysis, given in e for atoms 1 to 8: C -0.1509; C -0.2541; C -0.2850; F -0.2046; Al 0.3795; O -0.2071; N -0.1279; O -0.0949

***

Entry 5:
Computed, not measured: a molecular structure, C4H7As2Cu2F12NO2 in a non-equilibrium geometry, with ωB97M-V with the def2-TZVPD basis set.

Geometry as XYZ:
```
30
Properties=species:S:1:pos:R:3
Cu 7.82 0.97 1.60
Cu 4.82 -1.55 -0.38
As 9.34 2.06 -3.87
F 9.53 2.34 -2.08
F 8.44 3.58 -4.01
F 9.14 1.75 -5.63
F 10.32 0.59 -3.64
F 7.87 1.16 -3.46
F 10.93 2.88 -4.12
As 12.21 2.50 5.54
F 12.49 0.75 5.82
F 13.85 2.85 6.16
F 11.89 4.23 5.25
F 10.55 2.11 4.82
F 11.46 2.68 7.15
F 12.87 2.41 3.89
O 4.46 1.60 0.87
H 4.37 2.21 0.11
O 7.42 -2.49 1.98
H 8.22 -2.86 2.41
N 4.07 0.70 5.87
C 3.48 -0.46 6.25
C 3.47 -0.39 7.64
C 4.07 0.78 8.10
C 4.38 1.47 6.91
H 4.24 0.95 4.91
H 3.18 -1.08 5.42
H 3.11 -1.19 8.27
H 4.41 0.96 9.11
H 4.99 2.36 6.82
```

For the HOMO-LUMO gap, the calculation gives 4.43 eV. The charge is -2. Its HOMO energy is -3.5832 eV.

Atom charges from the Löwdin analysis, given in e for atoms 1 to 8: Cu 0.7550; Cu 0.7079; As 0.8645; F -0.3352; F -0.2916; F -0.3060; F -0.3078; F -0.3059

***

Entry 6:
Computed, not measured: a molecular structure, C4H7AuO3 in a non-equilibrium geometry, with ωB97M-V with the def2-TZVPD basis set.

Geometry as XYZ:
```
15
Properties=species:S:1:pos:R:3
O 1.90 1.79 -0.14
C 2.38 0.55 0.10
C 1.41 -0.54 -0.21
O 0.16 -0.19 0.36
C -1.04 -0.77 -0.16
C -2.18 0.18 0.22
O -1.87 1.50 -0.10
Au -0.01 1.72 0.06
H 3.09 0.46 0.93
H 1.28 -0.89 -1.25
H -1.18 -1.78 0.26
H -0.95 -0.84 -1.25
H -2.38 0.06 1.31
H -3.09 -0.18 -0.30
H 2.47 -1.10 0.18
```

For the HOMO-LUMO gap (alpha / beta), the calculation gives 9.06 / 6.05 eV. For the relative energy (zero: lowest compared OMol25 entry of this formula, charge and spin), the calculation gives 49.4 kcal/mol. The spin multiplicity is 4. The charge is +1. Its HOMO energy (alpha / beta) is -12.6134 / -14.5622 eV.

Atom charges from the Löwdin analysis, given in e for atoms 1 to 8: O -0.2390; C -0.2246; C -0.1899; O -0.2868; C -0.1377; C -0.2360; O -0.2050; Au 1.4247

***

Entry 7:
Computed, not measured: a single C4H7BCl2FNO3S molecule in a non-equilibrium geometry, with ωB97M-V with the def2-TZVPD basis set.

Geometry as XYZ:
```
20
Properties=species:S:1:pos:R:3
C -0.69 -0.26 2.65
B -0.83 0.74 1.44
O -1.02 2.09 1.73
N -0.76 0.38 -0.04
C 0.57 0.13 -0.49
Cl 1.87 -0.31 0.64
C 0.94 0.24 -1.75
C 2.37 0.00 -2.23
Cl -0.17 0.71 -3.01
S -1.87 -0.81 -0.46
O -2.69 -1.20 0.63
O -2.65 -0.33 -1.53
F -1.06 -2.06 -1.02
H -1.69 -0.62 2.93
H -0.11 -1.15 2.35
H -0.19 0.20 3.52
H -0.11 2.44 1.84
H 2.85 -0.85 -1.73
H 2.29 -0.26 -3.30
H 2.95 0.93 -2.17
```

For the HOMO-LUMO gap, the calculation gives 9.88 eV. For the relative energy (zero: lowest compared OMol25 entry of this formula, charge and spin), the calculation gives 15.7 kcal/mol. Its HOMO energy is -9.7409 eV. The SMILES is CB(O)N(/C(Cl)=C(/C)Cl)S(=O)(=O)F.

Atom charges from the Löwdin analysis, given in e for atoms 1 to 8: C -0.0249; B -0.5852; O 0.1360; N -0.0584; C -0.6882; Cl 0.7598; C -0.7042; C -0.1327

***

Entry 8:
Computed, not measured: a single C4H7BO2 molecule in a non-equilibrium geometry, with ωB97M-V with the def2-TZVPD basis set.

Geometry as XYZ:
```
14
Properties=species:S:1:pos:R:3
B 0.54 0.59 -1.31
C -1.84 0.63 -0.18
C 0.32 -1.73 1.70
C 0.14 -0.50 1.18
C -0.56 0.36 -0.28
O 1.85 0.37 -1.02
O 0.26 1.23 -2.43
H -2.48 0.48 0.74
H -2.33 1.11 -1.14
H -0.14 -2.66 1.32
H 0.89 -1.79 2.72
H 0.54 0.39 1.62
H 1.87 -0.23 -0.29
H 0.95 1.75 -2.62
```

For the HOMO-LUMO gap, the calculation gives 10.58 eV. For the relative energy (zero: lowest compared OMol25 entry of this formula, charge and spin), the calculation gives 45.2 kcal/mol. Its HOMO energy is -9.9336 eV. The SMILES is C=CC(=C)B(O)O.

Atom charges from the Löwdin analysis, given in e for atoms 1 to 8: B -0.7550; C 0.0271; C -0.0312; C -0.1031; C -0.0853; O 0.1925; O 0.2417; H 0.0878

***

Entry 9:
Computed, not measured: a single C4H7BO2 molecule in a non-equilibrium geometry, with ωB97M-V with the def2-TZVPD basis set.

Geometry as XYZ:
```
14
Properties=species:S:1:pos:R:3
B 0.38 -0.57 -0.52
C -0.88 1.36 1.07
C -0.87 1.45 -0.28
C 0.07 0.26 1.74
C 0.76 -1.60 -1.65
O -0.18 0.72 -1.14
O 0.42 -0.74 0.81
H -1.56 1.81 1.71
H -1.32 2.38 -0.73
H 1.06 0.71 2.13
H -0.39 -0.30 2.62
H 1.04 -1.03 -2.58
H -0.15 -2.16 -1.88
H 1.62 -2.29 -1.31
```

For the HOMO-LUMO gap, the calculation gives 9.43 eV. For the relative energy (zero: lowest compared OMol25 entry of this formula, charge and spin), the calculation gives 10.2 kcal/mol. Its HOMO energy is -8.7564 eV. The SMILES is CB1OC=CCO1.

Atom charges from the Löwdin analysis, given in e for atoms 1 to 8: B -0.4859; C -0.0253; C -0.2029; C -0.1485; C 0.0102; O 0.0526; O 0.0844; H 0.0641

***

Entry 10:
Computed, not measured: a single C4H7BO2S molecule in a non-equilibrium geometry, with ωB97M-V with the def2-TZVPD basis set.

Geometry as XYZ:
```
15
Properties=species:S:1:pos:R:3
O -1.78 2.06 1.30
O -1.61 2.43 -1.03
S -0.10 -0.48 -1.56
B -1.27 1.63 0.07
C -0.36 0.34 -0.03
C 0.32 -0.27 0.98
C 1.08 -1.64 -0.92
C 1.19 -1.42 0.59
H -2.26 2.89 1.10
H -1.27 2.17 -1.91
H 0.15 -0.01 2.01
H 2.04 -1.54 -1.43
H 0.65 -2.62 -1.18
H 2.24 -1.18 0.87
H 0.96 -2.37 1.14
```

For the HOMO-LUMO gap, the calculation gives 8.47 eV. For the relative energy (zero: lowest compared OMol25 entry of this formula, charge and spin), the calculation gives 0.0 kcal/mol. Its HOMO energy is -7.8911 eV. The SMILES is OB(O)C1=CCCS1.

Atom charges from the Löwdin analysis, given in e for atoms 1 to 8: O 0.1320; O 0.1230; S 0.9183; B -0.6276; C -0.4088; C -0.1195; C -0.4757; C -0.2355

***

no.,total energy (eV)
1,-25911.741
2,-33790.819
3,-12118.770
4,-27312.176
5,-253414.327
6,-14079.363
7,-51168.240
8,-9032.355
9,-9033.869
10,-19870.639